115
Properties=species:S:1:pos:R:3 method="wB97M-V/def2-TZVPD" mol_weight_da=785.76 e_homo_ev=-8.418 homo_lumo_gap_ev=7.66 total_charge=0
C -2.706 -0.268 3.360
C -3.617 -0.993 3.026
Si -4.866 -2.208 2.422
C -5.906 -2.746 3.897
N -5.004 -3.084 5.024
O -5.724 -1.694 1.093
Si -6.142 -0.086 0.887
C -7.310 -0.068 -0.580
C -7.054 0.661 2.367
C -8.576 0.713 2.125
C -9.346 1.074 3.384
O -9.012 2.362 3.864
C -8.553 2.379 5.203
C -4.702 1.011 0.353
O -4.062 0.473 -0.809
C -2.885 -0.241 -0.475
C -1.639 0.606 -0.738
O -1.211 1.098 0.527
C 0.012 1.796 0.461
C 0.756 1.633 1.799
O 0.458 0.380 2.394
C 1.425 0.031 3.377
C 2.405 -1.015 2.818
B -3.827 -3.841 1.809
O -2.559 -3.689 1.272
O -4.432 -5.070 1.911
C -4.347 -5.856 0.704
H -1.794 0.204 3.636
H -6.607 -1.999 4.268
H -6.437 -3.664 3.645
H -4.339 -3.799 4.754
H -4.474 -2.269 5.307
H -6.717 -0.337 -1.456
H -8.171 -0.715 -0.445
H -7.617 0.968 -0.736
H -6.740 1.701 2.491
H -6.847 0.151 3.311
H -8.806 1.474 1.381
H -8.949 -0.262 1.805
H -10.413 1.087 3.127
H -9.249 0.295 4.146
H -9.403 2.405 5.890
H -7.941 3.270 5.322
H -7.940 1.504 5.428
H -5.147 1.968 0.057
H -4.000 1.236 1.158
H -2.818 -1.163 -1.056
H -2.848 -0.529 0.575
H -0.869 0.042 -1.272
H -1.953 1.465 -1.342
H -0.198 2.867 0.367
H 0.649 1.432 -0.346
H 0.490 2.438 2.489
H 1.826 1.648 1.569
H 1.987 0.911 3.699
H 0.913 -0.376 4.249
H 1.937 -1.566 2.007
H 3.291 -0.514 2.431
H 2.683 -1.689 3.626
H -1.870 -4.074 1.822
H -3.357 -6.290 0.588
H -5.086 -6.647 0.798
H -4.623 -5.257 -0.162
O 7.628 -1.116 2.112
P 8.047 -1.153 0.702
O 6.944 -0.442 -0.220
C 6.700 0.961 -0.070
C 7.828 1.805 -0.635
O 7.824 -2.689 0.233
C 7.538 -3.720 1.177
C 6.047 -3.963 1.289
O 9.333 -0.939 -0.232
C 10.648 -0.968 0.373
C 10.984 -2.328 0.953
H 6.531 1.197 0.984
H 5.778 1.174 -0.609
H 8.741 1.694 -0.047
H 7.552 2.860 -0.630
H 8.058 1.503 -1.657
H 7.970 -3.487 2.150
H 8.035 -4.621 0.814
H 5.508 -3.028 1.441
H 5.825 -4.637 2.117
H 5.665 -4.408 0.369
H 10.711 -0.195 1.141
H 11.351 -0.707 -0.416
H 10.348 -2.562 1.809
H 12.021 -2.348 1.289
H 10.836 -3.110 0.209
O 1.238 2.093 -3.492
P 1.168 2.465 -4.939
O 0.721 0.970 -5.479
C -0.608 0.511 -5.245
C -1.639 1.214 -6.111
O 2.751 2.433 -5.333
C 3.746 2.672 -4.334
C 4.253 1.373 -3.743
O 0.794 3.023 -6.441
C 0.526 4.431 -6.642
C 1.738 5.298 -6.361
H -0.855 0.626 -4.184
H -0.603 -0.555 -5.469
H -1.743 2.266 -5.833
H -2.615 0.741 -5.998
H -1.347 1.180 -7.161
H 3.360 3.326 -3.551
H 4.562 3.208 -4.823
H 3.433 0.725 -3.438
H 4.888 1.567 -2.876
H 4.835 0.819 -4.481
H -0.316 4.732 -6.015
H 0.216 4.536 -7.680
H 2.004 5.280 -5.300
H 1.535 6.333 -6.638
H 2.602 4.943 -6.921



106
Properties=species:S:1:pos:R:3 method="wB97M-V/def2-TZVPD" mol_weight_da=738.70 e_homo_ev=-8.844 homo_lumo_gap_ev=9.30 total_charge=0
C -2.252 -2.392 1.583
O -1.320 -1.516 0.906
S -1.737 0.033 0.970
O -0.826 0.682 0.084
O -1.263 0.515 2.535
C -0.324 -0.245 3.181
Br 1.325 -0.608 2.320
C -0.609 -0.674 4.413
C -1.902 -0.356 5.086
Br 0.619 -1.689 5.440
H -2.804 -1.873 2.357
H -1.659 -3.176 2.030
H -2.898 -2.844 0.842
H -1.908 -0.697 6.111
H -1.997 0.724 5.113
H -2.743 -0.780 4.552
C -5.342 0.373 -3.457
C -5.479 1.662 -2.664
O -4.477 1.842 -1.683
C -3.140 1.889 -2.154
C -2.867 3.015 -3.136
H -5.348 -0.489 -2.787
H -6.169 0.274 -4.162
H -4.413 0.341 -4.028
H -6.423 1.651 -2.118
H -5.518 2.527 -3.337
H -2.855 0.921 -2.582
H -2.521 2.027 -1.270
H -3.458 2.919 -4.048
H -1.814 3.017 -3.419
H -3.110 3.979 -2.686
C 0.507 -2.325 -1.668
C 1.245 -3.600 -2.033
O 0.393 -4.663 -2.435
C -0.414 -4.417 -3.568
C 0.369 -4.095 -4.830
H -0.209 -2.514 -0.876
H 1.213 -1.567 -1.326
H -0.042 -1.911 -2.517
H 1.783 -3.968 -1.160
H 2.001 -3.406 -2.802
H -1.142 -3.624 -3.355
H -0.987 -5.331 -3.723
H 0.954 -3.180 -4.727
H -0.312 -3.963 -5.671
H 1.060 -4.906 -5.065
C 4.493 0.231 0.268
C 4.751 -1.165 -0.272
O 3.950 -1.504 -1.390
C 4.091 -0.681 -2.533
C 5.497 -0.653 -3.106
H 3.441 0.342 0.535
H 5.104 0.413 1.155
H 4.730 1.005 -0.464
H 4.506 -1.900 0.496
H 5.813 -1.300 -0.504
H 3.741 0.335 -2.317
H 3.407 -1.093 -3.275
H 6.219 -0.239 -2.402
H 5.522 -0.039 -4.007
H 5.824 -1.662 -3.362
C 3.611 5.013 1.215
C 3.064 4.377 2.482
O 1.837 4.929 2.919
C 0.766 4.808 1.997
C 0.444 3.368 1.643
H 3.745 6.086 1.355
H 4.575 4.570 0.957
H 2.943 4.871 0.364
H 3.773 4.541 3.295
H 2.973 3.291 2.362
H 0.970 5.394 1.094
H -0.096 5.270 2.478
H 1.287 2.871 1.160
H -0.404 3.316 0.964
H 0.204 2.804 2.545
C 7.630 1.478 6.122
C 7.599 0.582 4.895
O 6.463 0.770 4.073
C 6.294 2.065 3.528
C 7.442 2.520 2.642
H 6.734 1.330 6.725
H 8.505 1.250 6.732
H 7.678 2.535 5.856
H 7.559 -0.460 5.212
H 8.519 0.695 4.311
H 6.106 2.792 4.326
H 5.382 2.018 2.931
H 8.381 2.593 3.192
H 7.225 3.502 2.221
H 7.593 1.815 1.823
C -9.991 -1.441 -1.356
C -8.519 -1.438 -1.733
O -7.768 -2.479 -1.137
C -8.173 -3.798 -1.450
C -8.115 -4.129 -2.932
H -10.106 -1.378 -0.273
H -10.498 -0.591 -1.813
H -10.497 -2.349 -1.689
H -8.064 -0.509 -1.385
H -8.396 -1.455 -2.822
H -9.173 -3.996 -1.049
H -7.487 -4.450 -0.908
H -8.793 -3.508 -3.518
H -8.394 -5.171 -3.095
H -7.106 -3.974 -3.317



104
Properties=species:S:1:pos:R:3 method="wB97M-V/def2-TZVPD" mol_weight_da=698.80 s_squared=0.75 relative_energy_kcal_mol=8.27 e_homo_ev="-7.951 / -8.637" homo_lumo_gap_ev="8.29 / 8.97" spin_multiplicity=2 total_charge=0
C 3.874 -0.725 0.596
C 3.103 -0.725 -0.716
C 3.340 -2.076 -1.394
C 3.639 0.446 -1.546
C 2.802 0.933 -2.752
P 2.968 0.086 -4.405
O 2.316 -1.411 -4.221
I 5.337 -0.505 -4.679
Si 3.321 2.748 -3.136
C 2.436 3.353 -4.681
C 2.886 3.900 -1.723
C 5.186 2.884 -3.323
C 1.275 0.863 -2.451
C 0.863 0.524 -1.014
C 0.996 1.721 -0.078
C -0.624 0.115 -1.070
N 1.621 -0.629 -0.452
O 1.263 -0.888 0.744
H 3.718 0.197 1.149
H 3.639 -1.589 1.200
H 4.927 -0.788 0.338
H 4.283 -2.088 -1.918
H 2.525 -2.330 -2.052
H 3.372 -2.839 -0.622
H 3.815 1.291 -0.882
H 4.622 0.143 -1.888
H 1.539 -1.438 -4.789
H 2.127 4.385 -4.547
H 3.086 3.275 -5.544
H 1.537 2.769 -4.859
H 3.379 4.845 -1.940
H 3.298 3.547 -0.782
H 1.823 4.074 -1.611
H 5.519 2.701 -4.338
H 5.486 3.878 -3.007
H 5.686 2.162 -2.684
H 0.824 1.834 -2.642
H 0.793 0.161 -3.125
H 2.024 1.918 0.202
H 0.406 1.557 0.814
H 0.598 2.593 -0.587
H -0.708 -0.964 -1.108
H -1.095 0.504 -1.969
H -1.179 0.505 -0.227
C -6.267 0.502 1.289
C -4.941 0.133 0.646
O -3.829 0.835 1.167
C -3.561 0.643 2.545
C -3.246 -0.796 2.917
H -6.423 1.580 1.248
H -7.086 0.007 0.764
H -6.311 0.197 2.336
H -4.965 0.388 -0.413
H -4.775 -0.950 0.706
H -4.385 1.028 3.156
H -2.694 1.268 2.760
H -4.109 -1.451 2.790
H -2.940 -0.847 3.962
H -2.436 -1.181 2.296
C 0.337 2.803 5.769
C -1.162 3.037 5.864
O -1.939 1.866 5.695
C -1.722 0.836 6.641
C -2.032 1.236 8.074
H 0.584 2.290 4.839
H 0.864 3.757 5.793
H 0.711 2.199 6.596
H -1.480 3.702 5.062
H -1.414 3.535 6.807
H -0.699 0.450 6.564
H -2.387 0.029 6.335
H -1.342 1.994 8.446
H -1.953 0.368 8.728
H -3.044 1.638 8.146
C -9.366 -3.506 -2.171
C -9.423 -2.758 -0.850
O -9.266 -1.356 -0.973
C -10.243 -0.691 -1.751
C -11.658 -0.823 -1.214
H -8.455 -3.253 -2.713
H -9.378 -4.581 -1.989
H -10.217 -3.271 -2.812
H -8.597 -3.077 -0.213
H -10.348 -2.997 -0.312
H -10.197 -1.023 -2.795
H -9.944 0.357 -1.740
H -12.025 -1.849 -1.274
H -12.336 -0.197 -1.794
H -11.700 -0.511 -0.170
C 8.201 -4.375 -2.466
C 7.376 -3.125 -2.211
O 7.231 -2.794 -0.843
C 8.428 -2.507 -0.145
C 9.194 -1.316 -0.697
H 7.805 -5.214 -1.894
H 8.172 -4.628 -3.526
H 9.247 -4.240 -2.187
H 6.362 -3.283 -2.571
H 7.778 -2.274 -2.774
H 9.073 -3.392 -0.105
H 8.114 -2.299 0.878
H 9.588 -1.509 -1.695
H 10.038 -1.083 -0.048
H 8.545 -0.441 -0.755



110
Properties=species:S:1:pos:R:3 method="wB97M-V/def2-TZVPD" mol_weight_da=642.88 s_squared=0.75 e_homo_ev="-9.915 / -9.915" homo_lumo_gap_ev="7.83 / 3.18" spin_multiplicity=2 total_charge=+1
O -4.047 1.540 -4.686
C -3.777 0.518 -4.065
N -4.416 0.204 -2.968
C -2.531 -0.304 -4.381
H -5.346 0.562 -2.807
H -4.023 -0.642 -2.579
H -2.026 -0.590 -3.458
H -1.912 0.325 -5.022
H -2.859 -1.205 -4.899
O -1.779 -3.639 -4.426
C -0.741 -4.266 -4.589
N -0.569 -5.140 -5.514
C 0.458 -4.074 -3.736
H -1.043 -5.045 -6.401
H 0.086 -5.897 -5.382
H 0.310 -3.346 -2.938
H 1.278 -3.743 -4.374
H 0.596 -5.063 -3.300
O -3.157 -2.108 -1.255
C -3.395 -3.259 -0.874
N -2.986 -4.308 -1.578
C -4.254 -3.547 0.304
H -2.486 -4.169 -2.444
H -2.989 -5.234 -1.176
H -3.598 -3.823 1.130
H -5.035 -4.303 0.227
H -4.805 -2.637 0.540
O 2.718 -2.584 -2.381
C 3.753 -2.542 -2.957
N 4.718 -1.673 -2.510
C 4.105 -3.644 -3.986
H 4.481 -1.030 -1.767
H 5.645 -1.667 -2.910
H 3.503 -3.449 -4.874
H 3.729 -4.627 -3.704
H 5.146 -3.756 -4.289
O -2.306 -1.339 4.828
C -1.148 -1.440 4.493
N -0.349 -2.267 5.152
C -0.513 -0.449 3.540
H 0.607 -2.416 4.861
H -0.615 -2.772 5.985
H -0.782 -0.730 2.522
H 0.568 -0.400 3.666
H -0.911 0.540 3.770
O 0.450 4.409 -4.995
C 0.576 3.468 -4.279
N 1.372 3.456 -3.248
C -0.490 2.395 -4.338
H 1.275 2.808 -2.480
H 2.086 4.169 -3.194
H -0.524 1.714 -3.488
H -0.089 1.907 -5.227
H -1.513 2.688 -4.577
C -4.874 2.907 5.360
C -3.758 2.787 4.335
N -4.235 2.225 3.047
C -5.353 2.996 2.419
C -5.085 4.375 1.728
C -3.091 1.913 2.136
C -3.405 1.140 0.891
H -5.781 3.429 5.056
H -4.395 3.331 6.243
H -5.197 1.922 5.697
H -3.419 3.813 4.189
H -2.883 2.234 4.677
H -5.621 2.321 1.606
H -6.325 2.951 2.910
H -4.243 4.441 1.039
H -5.941 4.761 1.177
H -4.926 5.119 2.509
H -2.369 1.229 2.584
H -2.564 2.853 1.974
H -3.794 0.163 1.177
H -2.412 0.884 0.522
H -4.038 1.513 0.086
C 5.440 -1.091 1.404
C 6.130 0.235 1.727
N 5.172 1.344 1.901
C 4.304 1.311 3.051
C 4.821 1.729 4.391
C 5.720 2.716 1.686
C 4.652 3.775 1.293
H 6.256 -1.814 1.367
H 4.902 -1.081 0.457
H 4.731 -1.455 2.148
H 6.715 0.078 2.633
H 6.820 0.446 0.910
H 3.437 1.949 2.878
H 3.821 0.344 3.183
H 4.120 1.375 5.147
H 5.801 1.259 4.469
H 4.816 2.819 4.401
H 6.448 2.665 0.876
H 6.377 3.068 2.482
H 3.877 3.342 0.661
H 5.127 4.537 0.676
H 4.196 4.283 2.143
O 1.850 1.689 -0.850
C 1.382 0.590 -0.667
O 0.163 0.342 -1.152
C -0.327 -0.922 -0.814
C 0.707 -1.638 -0.057
C 1.842 -0.622 0.170
H -0.628 -1.490 -1.694
H -1.256 -0.809 -0.256
H 0.932 -2.444 -0.756
H 0.282 -2.134 0.816
H 2.798 -1.043 -0.143
H 1.837 -0.236 1.190